The following is a quantum chemistry calculation of a cluster of 6 separate species, C23H49BINO10S5 in total, from the Open Molecules 2025 dataset.

XYZ file:
```
90
Properties=species:S:1:pos:R:3:mulliken_charge:R:1
C -0.0670 -2.3989 2.2843 -1.3895
C -0.5929 -0.9504 2.3035 0.0106
I -0.5683 -0.1542 4.3333 -0.0595
C -2.0103 -0.7666 1.6713 -0.1542
B -2.9580 -2.0516 1.7963 0.3500
N -4.1688 -2.0569 2.6428 -0.6859
H 0.0163 -2.7149 1.2371 0.3184
H 0.9617 -2.3950 2.6780 0.4179
H -0.6325 -3.0955 2.9102 0.3947
H 0.0970 -0.3284 1.7252 0.3114
H -1.8841 -0.3994 0.6406 -0.2074
H -2.4929 0.0689 2.2001 0.2744
H -2.6772 -3.0592 1.2183 -0.0944
H -4.3794 -1.0927 2.8892 0.2930
H -3.8974 -2.4851 3.5269 0.2709
C 0.5568 4.9307 2.8484 -0.6165
C -0.1222 5.4624 1.5814 -0.6684
C -0.0286 4.3664 0.5170 -0.5276
S 0.0325 2.8115 1.4041 1.4009
O 1.3215 2.1994 1.1759 -0.7590
O -1.2015 2.0919 1.1880 -0.6633
C 0.0205 3.5171 3.0451 -0.8571
H 0.3501 5.5595 3.7140 0.4095
H 1.6406 4.9019 2.7034 0.2542
H -1.1714 5.6794 1.7946 0.3990
H 0.3375 6.3872 1.2343 0.2174
H -0.8930 4.3702 -0.1424 0.3502
H 0.8807 4.4530 -0.0675 0.2278
H 0.6302 2.9106 3.7103 0.4348
H -1.0130 3.5311 3.3917 0.3871
C 4.0262 8.1738 -1.7459 -0.5992
C 4.1822 7.2496 -0.5337 -0.8680
C 2.7743 6.8957 -0.0431 -0.3398
S 1.7050 6.9900 -1.4813 1.1510
O 0.7668 8.0689 -1.2872 -0.6532
O 1.2752 5.6592 -1.8469 -0.6608
C 2.9645 7.5261 -2.6279 -0.7444
H 4.9661 8.3011 -2.2813 0.3723
H 3.6883 9.1600 -1.4184 0.2966
H 4.7065 6.3398 -0.8348 0.3290
H 4.7672 7.7165 0.2579 0.3574
H 2.7303 5.8897 0.3706 0.1540
H 2.4116 7.6151 0.6899 0.4360
H 2.5305 8.2088 -3.3551 0.4128
H 3.3544 6.6401 -3.1294 0.3503
C 0.7103 -4.5436 6.9797 -0.7453
C 1.1409 -3.6483 5.8129 -0.0759
C 2.3302 -2.8103 6.2914 -0.6809
S 3.1488 -3.7812 7.5567 1.1659
O 3.0228 -3.0933 8.8193 -0.6583
O 4.4274 -4.2341 7.0628 -0.6736
C 1.9957 -5.1459 7.5363 -0.7419
H 0.0116 -5.3168 6.6612 0.3666
H 0.2188 -3.9398 7.7467 0.3207
H 1.4456 -4.2725 4.9688 0.2526
H 0.3260 -3.0106 5.4705 -0.0649
H 3.0345 -2.6059 5.4883 0.3573
H 2.0053 -1.8751 6.7451 0.3828
H 1.8865 -5.5485 8.5410 0.4125
H 2.3970 -5.9080 6.8680 0.3536
C -1.2354 0.9085 -2.7677 -0.3253
C -1.9150 1.4387 -4.0346 -0.7360
C -1.8195 0.3408 -5.1000 -0.7659
S -1.7564 -1.2138 -4.2101 1.3712
O -0.4681 -1.8253 -4.4377 -0.7061
O -2.9879 -1.9387 -4.4226 -0.6972
C -1.7702 -0.5056 -2.5710 -0.7934
H -1.4431 1.5376 -1.9019 0.1617
H -0.1525 0.8818 -2.9130 0.3053
H -2.9647 1.6544 -3.8212 0.3092
H -1.4558 2.3638 -4.3820 0.3580
H -2.6836 0.3378 -5.7605 0.3955
H -0.9055 0.4269 -5.6856 0.3718
H -1.1592 -1.1110 -1.9042 0.3553
H -2.8041 -0.4925 -2.2244 0.4147
C -2.4246 -6.3427 -4.8858 -0.7233
C -2.1482 -5.0147 -5.5986 -0.0887
C -0.8811 -5.2014 -6.4393 -0.6758
S -0.8105 -6.9424 -6.8592 1.1730
O 0.3435 -7.5269 -6.2179 -0.6610
O -1.0581 -7.1080 -8.2727 -0.6791
C -2.2700 -7.4250 -5.9487 -0.7412
H -3.4174 -6.3623 -4.4369 0.3625
H -1.6911 -6.4944 -4.0898 0.3198
H -2.9904 -4.7695 -6.2500 0.3141
H -2.0328 -4.1946 -4.8947 -0.1171
H -0.9099 -4.6158 -7.3551 0.3832
H 0.0158 -4.9572 -5.8722 0.3459
H -2.1315 -8.4222 -5.5362 0.4149
H -3.1100 -7.4194 -6.6435 0.3500
```

Results
* max |F|: 1.7 eV Å⁻¹
* multiplicity: 1
* LUMO energy: 0.1 eV
* Kohn-Sham gap: 9.7373 eV
* HOMO: -9.618 eV